{"formula": "C30H55N2O2P2Pt", "method": "ωB97M-V with the def2-TZVPD basis set", "species": ["C", "P", "H", "H", "H", "H", "C", "H", "C", "H", "C", "H", "H", "H", "C", "C", "C", "H", "H", "H", "H", "N", "H", "O", "H", "C", "H", "Pt", "H", "H", "C", "C", "H", "H", "C", "H", "H", "H", "H", "C", "C", "H", "H", "H", "H", "H", "H", "H", "H", "C", "C", "C", "H", "C", "H", "H", "H", "H", "C", "H", "C", "H", "H", "P", "C", "C", "H", "C", "H", "H", "C", "C", "C", "O", "C", "H", "H", "H", "H", "H", "C", "H", "H", "C", "H", "H", "C", "C", "H", "N", "H", "H"], "positions_angstrom": [[1.93, -3.27, 2.31], [0.61, 0.66, 2.28], [-4.35, -1.53, -1.65], [1.56, 1.43, 5.17], [0.83, -2.16, -2.22], [-2.56, -2.26, -4.29], [1.15, -0.93, 2.84], [2.78, 0.06, -3.94], [0.81, -2.90, -0.20], [2.97, 3.71, -3.27], [3.98, 1.55, -1.96], [2.51, 2.63, 3.88], [1.62, 1.33, -4.46], [4.22, 0.48, -1.85], [-2.72, -2.91, -1.07], [2.12, -4.22, 1.32], [-2.11, 0.77, -2.67], [4.06, 2.04, -0.97], [0.85, 3.48, 3.57], [3.36, -0.40, 1.76], [-3.80, -1.32, -3.40], [0.80, 0.53, -0.95], [-2.27, -3.10, 1.08], [-3.10, -0.65, 1.94], [-3.02, 0.82, -2.06], [-4.09, -2.24, -0.85], [4.01, 2.29, 3.02], [-0.59, -0.18, 0.35], [-4.02, 4.01, 0.77], [3.36, 1.62, -4.54], [2.58, 1.72, -2.55], [3.03, 1.87, 3.29], [2.69, -5.12, 1.54], [-0.14, -3.62, -2.00], [-1.65, 1.14, 3.95], [-1.30, 1.28, -2.12], [-2.95, -0.60, -4.77], [-0.14, -1.69, -4.16], [1.50, -1.06, 3.87], [1.60, 0.99, -1.67], [-1.72, -0.67, -3.02], [4.22, 1.01, 1.13], [-3.32, -4.82, -1.88], [-1.86, -4.21, -2.66], [3.01, 3.32, 1.05], [-0.01, 1.65, 5.93], [4.73, 2.01, -2.62], [2.31, -3.38, 3.32], [-4.03, 2.28, 1.22], [0.51, 1.13, 5.11], [1.60, -4.03, 0.04], [2.57, 1.14, -3.96], [-2.26, 1.51, 3.11], [-2.35, -3.72, 0.18], [-4.13, -1.70, 0.11], [3.22, 0.98, 3.91], [-3.14, -4.46, 0.36], [-2.03, 1.62, 4.86], [-0.43, -0.68, -3.85], [-3.45, -3.53, -3.06], [-2.13, -0.45, 1.33], [-0.70, 3.33, 2.67], [-1.79, 0.06, 4.07], [-1.40, -1.58, -1.39], [-0.18, 1.53, 3.79], [-2.83, -1.27, -3.90], [1.75, -4.73, -0.77], [-2.83, -3.91, -2.25], [-0.69, 3.52, 4.44], [1.24, 3.35, -3.08], [2.30, 1.51, 1.99], [2.23, 3.21, -2.63], [0.11, -2.66, -1.54], [-2.19, 2.99, 0.70], [1.24, -2.06, 2.00], [2.86, 0.33, 0.23], [2.25, 3.69, -1.64], [-1.41, -4.28, 0.04], [0.40, -0.21, -3.31], [-3.91, 2.74, -0.49], [3.23, 0.55, 1.23], [1.70, 2.51, 0.15], [-0.61, -0.09, -4.77], [-3.61, 3.02, 0.53], [-2.29, 1.32, -3.60], [1.33, 3.44, 1.61], [2.06, 2.77, 1.15], [-0.16, 3.06, 3.59], [-4.86, -3.02, -0.83], [0.67, -1.97, 0.75], [0.44, 0.06, 5.29], [-1.80, 3.54, 0.00]], "homo_energy_ev": [-14.90, -18.03], "spin_multiplicity": 5, "gap_ev": [6.6, 4.5], "total_charge": 3, "s_squared": 6.049, "total_energy_ev": -60872.4683}